No. 1
The following is a quantum chemistry calculation of C8H10AuBrNO13P2S as an isolated structure, from the Open Molecules 2025 dataset.

Energy above the lowest of the compared OMol25 structures with the same formula, charge and spin (kJ/mol): 0.4
E_LUMO (eV): 1.031
Net charge: -1

Structure (XYZ):
```
37
C8H10AuBrNO13P2S, DFT ωB97M-V/def2-TZVPD
Au -0.02317 -0.40656 -0.25928
Br -5.26504 3.92120 -2.59216
S -0.52046 -1.96891 -2.66854
P 1.14036 -1.94125 2.65889
P 2.79121 -0.86666 0.42000
O 3.21047 -1.19487 -1.07071
O 0.80620 -1.37447 -2.67359
O 2.46057 -1.64627 3.46749
O -0.37668 -3.46279 -2.18578
O -1.20766 -1.99080 -3.91236
O -1.34959 -1.33393 -1.54286
O 0.70327 -3.35530 3.29036
O -0.99656 1.27454 -0.64510
O 1.74219 0.28617 0.43776
O 3.96334 -0.75578 1.32031
O 0.16465 2.66837 0.69625
O 0.01986 -0.98648 2.69925
O 0.63641 -2.24935 0.05706
N -2.65099 5.64688 0.06282
C 2.48145 -3.59811 0.89300
C -1.82155 3.43613 -0.35560
C 1.74302 -2.26884 0.94948
C -0.76038 2.41570 -0.03435
C -3.79720 4.18149 -1.42367
C -1.75525 4.68169 0.25711
C -3.65811 5.39353 -0.76686
C -2.87268 3.17529 -1.22211
H 2.45460 -1.21073 -1.69477
H 1.90503 -4.40237 1.34731
H -0.25958 -3.36510 3.35277
H -4.38586 6.18261 -0.91734
H 2.68889 -3.85340 -0.14811
H 3.16410 -1.24874 2.88435
H 3.43209 -3.49662 1.41742
H -0.93418 4.89054 0.93112
H 0.07829 -3.39334 -1.31443
H -2.95108 2.21652 -1.71511
```



No. 2
The following is a quantum chemistry calculation of C8H10B2I4N2O4 as an isolated structure at a distorted geometry, from the Open Molecules 2025 dataset.

E_LUMO (eV): -0.655

Structure (XYZ):
```
30
C8H10B2I4N2O4, DFT ωB97M-V/def2-TZVPD
I -0.95278 3.31221 -0.67414
I 3.33007 -1.06135 -0.14398
I 5.14061 2.35601 0.41894
I 1.72609 0.89341 -2.77350
O -3.39863 0.15442 -1.81627
O 0.63386 -3.31814 0.99128
O 1.03638 -3.39856 -1.30439
O 2.59721 2.03809 1.90334
N -0.90310 -0.95860 -0.43070
N 0.43092 -1.21101 -0.33655
C 2.15837 2.20499 -0.45876
C -0.32818 1.34374 -0.54930
C 0.16293 -2.60085 2.13308
C 2.99861 2.15986 0.79591
C 1.40381 -0.35986 -0.36411
C -1.22855 0.32005 -0.53332
C 1.07868 1.05835 -0.51426
C -3.67286 1.16252 0.50926
B -2.80025 0.55788 -0.63972
B 0.70252 -2.71022 -0.19349
H 0.64292 -3.04892 -2.10830
H -4.70026 0.85328 0.33451
H 0.92853 -1.93775 2.52197
H -0.04963 -3.33246 2.90080
H 1.69913 3.18532 -0.47299
H -3.67179 2.24675 0.49906
H -3.38465 0.77603 1.48270
H -3.61340 -0.78160 -1.76234
H 2.78165 2.15176 -1.33629
H -0.74822 -2.05532 1.92155
```



No. 3
The following is a quantum chemistry calculation of C8H10BF4NTi as an isolated structure at a distorted geometry, from the Open Molecules 2025 dataset.

2S+1: 2
Expectation value of S²: 0.75
E_LUMO (spin up / spin down) (eV): 3.209 / 3.177
Net charge: -1

Structure (XYZ):
```
25
C8H10BF4NTi, DFT ωB97M-V/def2-TZVPD
Ti -0.12672 -0.19826 0.14224
F -0.96923 0.83636 1.57355
F -2.72205 1.84974 2.89897
F -2.09006 -0.33699 3.38355
F -3.29254 0.12756 1.43737
N -0.53753 -1.87753 0.20227
C 2.59231 -1.90708 0.13736
C 1.91847 0.39479 1.15287
C 0.06643 -0.37040 -2.17587
C 1.95497 -0.80401 0.53316
C -1.28538 0.01604 -1.86904
C -1.25192 1.34497 -1.32160
C 0.92874 0.71441 -1.81753
C 0.11649 1.77879 -1.29946
B -2.50453 0.58058 2.46638
H 0.46993 2.76632 -1.00087
H -2.18102 -0.57524 -2.04849
H -2.11522 1.93886 -1.02328
H 2.27489 1.33661 0.69877
H 1.75689 0.50083 2.23770
H 2.01728 -2.69719 -0.35075
H 2.01209 0.73282 -1.93395
H 3.66181 -2.10730 0.27698
H -1.07935 -2.73195 0.31470
H 0.38523 -1.31273 -2.61504
```



No. 4
The following is a quantum chemistry calculation of a 2-piece molecular cluster, C8H10BrClFN3O overall at a distorted geometry, from the Open Molecules 2025 dataset.

Energy above the lowest of the compared OMol25 structures with the same formula, charge and spin (kJ/mol): 50.0
E_LUMO (eV): -1.744

Structure (XYZ):
```
25
C8H10BrClFN3O, DFT ωB97M-V/def2-TZVPD
Br 0.48576 -2.98072 -1.69875
Cl 0.63334 -2.26869 1.23240
F 2.84186 1.62188 -1.41753
O 0.38690 -0.10748 -2.01041
N -1.72868 -1.45090 -0.25154
N -2.21527 -1.06621 0.91368
N -3.80572 -1.12657 -0.64114
C 2.35984 0.29345 0.93369
C -2.66408 -1.47023 -1.19376
C -3.48815 -0.88096 0.65223
C 0.36707 -1.68912 -0.33144
C 1.17796 0.77200 0.08182
C 1.66550 1.94335 -0.79214
C 0.02188 1.26330 0.96380
C 0.63776 -0.30533 -0.84906
H 2.89964 1.16220 1.30471
H 3.05305 -0.29781 0.33793
H -2.49032 -1.73967 -2.21324
H 1.86741 2.82019 -0.16329
H -0.75171 1.72611 0.35426
H -0.42765 0.44448 1.51987
H 0.39909 1.99865 1.66861
H 2.03267 -0.28614 1.78943
H -4.20337 -0.56901 1.38418
H 0.94523 2.19322 -1.57429
```



Copy entry 3 word for word.
The following is a quantum chemistry calculation of C8H10BF4NTi as an isolated structure at a distorted geometry, from the Open Molecules 2025 dataset.

2S+1: 2
Expectation value of S²: 0.75
E_LUMO (spin up / spin down) (eV): 3.209 / 3.177
Net charge: -1

Structure (XYZ):
```
25
C8H10BF4NTi, DFT ωB97M-V/def2-TZVPD
Ti -0.12672 -0.19826 0.14224
F -0.96923 0.83636 1.57355
F -2.72205 1.84974 2.89897
F -2.09006 -0.33699 3.38355
F -3.29254 0.12756 1.43737
N -0.53753 -1.87753 0.20227
C 2.59231 -1.90708 0.13736
C 1.91847 0.39479 1.15287
C 0.06643 -0.37040 -2.17587
C 1.95497 -0.80401 0.53316
C -1.28538 0.01604 -1.86904
C -1.25192 1.34497 -1.32160
C 0.92874 0.71441 -1.81753
C 0.11649 1.77879 -1.29946
B -2.50453 0.58058 2.46638
H 0.46993 2.76632 -1.00087
H -2.18102 -0.57524 -2.04849
H -2.11522 1.93886 -1.02328
H 2.27489 1.33661 0.69877
H 1.75689 0.50083 2.23770
H 2.01728 -2.69719 -0.35075
H 2.01209 0.73282 -1.93395
H 3.66181 -2.10730 0.27698
H -1.07935 -2.73195 0.31470
H 0.38523 -1.31273 -2.61504
```